A molecular structure, C39H48N12ORuTe2 in a non-equilibrium geometry. Source: the Open Molecules 2025 dataset; level of theory: ωB97M-V with the def2-TZVPD basis set.

Its total charge is +1. The relative energy (zero: lowest compared OMol25 entry of this formula, charge and spin) is 0.0 kJ/mol. As for the orbital gap (alpha / beta): 8.11 / 6.07 eV. Its LUMO energy (alpha / beta) is -2.311 / -4.902 eV. Its multiplicity is 6. As for the expectation value of S²: 8.783.

XYZ file:
```
103
C39H48N12ORuTe2 ωB97M-V with the def2-TZVPD basis set
H 3.451 -3.847 4.505
H -3.541 2.284 2.793
C 2.229 2.395 2.851
H 3.607 -1.941 -2.670
H -1.999 -0.374 0.859
C -0.746 0.350 3.194
C -2.742 1.727 3.277
H -1.684 1.296 0.435
C -2.232 -3.362 2.952
H 4.647 -0.463 -0.988
C 1.503 4.298 4.048
H 2.880 -2.458 3.677
H -3.760 3.828 4.758
C -1.652 -0.033 -6.784
H 3.049 1.466 -1.057
O 0.792 2.311 -0.389
C 0.777 0.695 -6.857
N -2.907 -1.407 -1.797
H 3.314 -3.881 2.810
C 3.432 2.134 -3.005
H 2.171 -5.793 4.875
C 2.770 -3.549 3.700
H 1.603 0.349 -7.502
C 1.235 -5.313 4.589
C -2.201 -0.277 -1.908
H 1.664 4.988 4.847
H 0.056 -6.990 6.696
C 0.658 -0.037 5.288
N -1.955 -2.368 -1.721
H -2.509 -2.430 3.466
H 3.156 3.087 4.637
H -1.182 1.658 6.242
H -0.161 5.327 3.238
C 1.389 -4.102 3.938
H 0.663 -7.865 5.235
H 2.211 -0.716 -0.908
C -1.428 1.457 5.216
N -2.732 0.992 -2.010
H 0.428 -0.107 6.355
H -2.155 -3.131 1.930
H -3.739 1.021 -2.198
H 2.882 1.590 2.628
H 4.706 1.961 -1.212
C 0.190 -3.526 3.538
C 3.912 1.419 -1.724
H -4.059 0.158 -9.107
H -1.050 -7.728 5.394
N -1.793 3.607 -4.015
H -2.953 3.301 6.303
N -0.638 3.151 -3.780
Te 0.687 -0.813 2.107
C -1.960 0.572 -9.480
Te 0.620 -0.488 -5.137
H 1.761 3.016 -2.155
C 0.502 4.480 3.124
C 0.363 3.662 2.039
H -0.408 3.749 1.289
H -4.312 2.453 5.650
C -1.054 -4.034 3.588
C -1.476 -0.296 -5.301
Ru 0.612 0.752 -2.310
C -0.559 0.382 -7.550
H 0.888 1.750 -6.656
C -0.133 -7.147 5.603
H 1.575 2.772 -3.735
C -2.888 -0.114 -7.395
C -0.048 -5.869 4.804
C -2.236 0.661 1.124
H 3.670 1.598 -3.929
N -2.784 2.920 -3.411
H 1.509 -1.703 -1.968
H 0.135 0.928 -9.548
H -3.166 -3.926 3.088
H -1.806 0.569 -4.763
C -3.071 0.239 -8.718
H 5.281 0.009 -2.549
H 0.770 -1.107 4.983
C 4.353 -0.011 -1.949
N -0.827 2.030 -2.922
N 1.967 2.363 -2.920
C 1.077 1.750 0.717
C 3.326 -0.877 -2.619
H -2.120 -5.696 4.489
H -3.758 -0.482 -6.820
C -2.140 1.996 -2.743
N -0.848 -0.522 -1.889
H -2.127 0.842 -10.569
N -0.755 -1.904 -1.818
C -0.544 0.619 4.544
H 3.108 -0.464 -3.611
N 2.028 -0.812 -1.889
H 3.877 3.094 -2.967
C 1.262 2.648 1.876
C -1.171 -5.254 4.281
N 1.186 0.435 0.713
C 2.358 3.208 3.946
H 1.552 0.557 5.173
C -2.544 2.057 4.621
H -3.259 0.870 0.938
C -1.899 0.944 2.539
H -1.980 -1.185 -4.994
C -3.430 2.986 5.365
C -0.719 0.640 -8.929
```

Löwdin atomic charge list, values in e, 99 entries: H 0.0818; H 0.1313; C -0.0502; H 0.1340; H 0.0549; C -0.3577; C -0.0122; H 0.0642; C -0.0425; H 0.1235; C -0.0550; H 0.0353; H 0.0891; C -0.2972; H 0.0669; O -0.1073; C -0.4247; N 0.0714; H 0.0840; C -0.1890; H 0.1274; C -0.0749; H 0.0671; C -0.0096; C -0.4612; H 0.1067; H 0.0965; C -0.0542; N -0.0515; H 0.0839; H 0.1055; H 0.1166; H 0.1163; C -0.2884; H 0.0948; H 0.0357; C -0.0020; N 0.1521; H 0.0839; H 0.0513; H 0.1643; H 0.0969; H 0.1226; C -0.0131; C -0.1836; H 0.1015; H 0.0803; N -0.0531; H 0.0904; N -0.0288; Te 1.6492; C -0.0890; Te 1.3743; H 0.0873; C -0.0584; C -0.0231; H 0.1277; H 0.0821; C -0.2816; C -0.4020; Ru 1.3081; C -0.2857; H 0.0577; C -0.0588; H 0.0431; C -0.0393; C -0.2581; C -0.0718; H 0.1208; N 0.0772; H 0.0706; H 0.1221; H 0.0893; H 0.0281; C -0.0664; H 0.1319; H 0.0489; C -0.2012; N -0.1382; N -0.0813; C -0.5991; C -0.2515; H 0.1162; H 0.1314; C -0.5079; N -0.1671; H 0.1344; N -0.0567; C -0.2899; H 0.0317; N -0.1034; H 0.1062; C -0.1860; C 0.0058; N -0.3385; C -0.0624; H 0.0621; C -0.2399; H 0.0788

A molecular structure, C30H42N2O2P2Sn in a non-equilibrium geometry. Source: the Open Molecules 2025 dataset; level of theory: ωB97M-V with the def2-TZVPD basis set.

The relative energy (zero: lowest compared OMol25 entry of this formula, charge and spin) is 400.5 kJ/mol. As for the orbital gap: 5.81 eV. Its LUMO energy is -1.116 eV.

XYZ file:
```
79
C30H42N2O2P2Sn ωB97M-V with the def2-TZVPD basis set
H 0.977 -1.457 5.660
Sn 1.272 2.115 -1.166
H 1.683 -3.951 0.680
C 1.705 -0.775 3.793
H 0.938 -3.662 3.880
C -5.257 -0.661 -3.925
N -2.604 1.349 -0.896
C -3.770 0.703 -0.624
H 0.430 -1.809 0.789
C 4.838 -0.038 -1.265
O -0.773 0.978 -2.334
C -4.432 -1.691 -1.207
C 3.855 4.886 1.611
H -2.556 -0.754 -3.254
C 3.061 -3.412 3.760
H -0.339 4.086 -0.118
P 3.708 1.374 -1.588
C -3.485 -2.680 -0.989
N -2.717 -0.371 -2.355
H 3.809 -2.659 4.067
C -5.764 -1.924 -0.872
C -6.181 -0.284 -4.896
C 4.692 2.678 -0.701
H 4.698 -0.764 -2.074
H 5.078 1.233 -3.491
H -3.133 -4.728 -0.428
H -5.562 -5.207 -0.029
H -7.240 -3.354 -0.245
C -5.035 0.149 -2.812
H -7.655 1.184 -5.488
H 3.263 2.978 4.116
C -6.181 -3.189 -0.456
C 4.761 2.410 0.806
H 5.699 2.830 1.219
C 4.161 1.806 -3.293
H 4.317 1.714 3.425
C -5.755 1.332 -2.659
H 3.377 1.493 -3.996
H -6.354 -0.940 -5.745
C -6.693 1.713 -3.629
C 0.945 -2.105 1.721
H 4.232 3.650 -0.965
H -5.605 1.934 -1.759
C 3.999 2.766 3.325
H 3.910 -3.955 1.847
C -6.906 0.902 -4.748
C 1.911 -3.265 1.494
H 4.887 3.407 3.494
C -4.026 -0.329 -1.766
H 1.969 0.224 4.167
H 3.982 5.241 0.579
C -1.936 0.704 -1.883
C -3.883 -3.950 -0.563
O -4.530 0.772 0.345
H 1.296 0.079 1.944
H -4.717 -1.603 -4.004
C 1.381 -1.740 4.675
H 4.616 -0.492 -0.292
H 3.101 5.512 2.107
H 0.121 -2.371 2.405
H -7.266 2.635 -3.477
C -5.236 -4.213 -0.331
C 2.992 -3.520 2.248
C 1.701 -0.882 2.291
H 0.177 2.806 1.105
P 3.252 3.127 1.655
H 5.865 0.355 -1.298
H 3.484 -4.382 4.031
H -2.443 -2.448 -1.181
H -1.189 2.492 -0.087
H 5.693 2.600 -1.148
C 1.711 -3.207 4.487
H 1.748 -3.692 5.468
H 4.807 4.985 2.159
H -6.460 -1.098 -0.968
C -0.228 3.015 0.107
H 4.720 1.332 1.071
H 4.364 2.880 -3.417
H 2.724 -0.868 1.894
```

Need the Löwdin charges? In units of e they are: H 0.1019; Sn 1.0845; H 0.0964; C -0.1188; H 0.0975; C -0.0369; N 0.1422; C -0.4336; H 0.1084; C -0.2820; O -0.1865; C -0.1565; C -0.2944; H 0.1320; C -0.1921; H 0.0076; P 0.5808; C -0.0323; N 0.1279; H 0.1154; C -0.0206; C -0.0813; C -0.4468; H 0.0461; H 0.0508; H 0.0963; H 0.0955; H 0.1026; C -0.1557; H 0.0979; H 0.0360; C -0.0726; C -0.4562; H 0.0928; C -0.2741; H 0.0383; C -0.0130; H 0.0461; H 0.0993; C -0.0739; C -0.1736; H 0.0590; H 0.1169; C -0.3078; H 0.0972; C -0.0967; C -0.1113; H 0.0393; C -0.3016; H 0.0923; H 0.0321; C -0.4964; C -0.0857; O 0.0506; H 0.0906; H 0.1201; C -0.1057; H 0.0299; H 0.0392; H 0.1126; H 0.1043; C -0.1007; C -0.1248; C -0.2044; H -0.0618; P 0.8704; H 0.0465; H 0.1053; H 0.1044; H -0.0406; H 0.0863; C -0.1856; H 0.1092; H 0.0397; H 0.1229; C -0.3517; H 0.0593; H 0.0547; H 0.0968

A molecular structure, C12H14BrHfO4S in a non-equilibrium geometry. Source: the Open Molecules 2025 dataset; level of theory: ωB97M-V with the def2-TZVPD basis set.

Its total charge is +2. The relative energy (zero: lowest compared OMol25 entry of this formula, charge and spin) is 0.0 kJ/mol. As for the orbital gap (alpha / beta): 6.06 / 6.97 eV. Its LUMO energy (alpha / beta) is -8.231 / -8.196 eV. Its multiplicity is 2. As for the expectation value of S²: 0.757.

XYZ file:
```
33
C12H14BrHfO4S ωB97M-V with the def2-TZVPD basis set
H 1.733 5.885 1.707
H 3.983 -0.705 -0.849
C 1.519 4.840 1.890
C 0.841 3.084 3.406
H 1.172 -1.195 -2.768
O 0.449 0.337 3.880
H -2.047 -2.642 -1.494
H 2.937 -1.440 0.429
H 2.014 4.229 -0.101
H -1.643 -1.278 -2.597
O -0.614 -1.326 -0.768
O 0.519 -0.103 1.656
O 1.940 -0.326 -1.053
C 1.670 3.913 0.874
H 0.840 -2.597 -0.034
H -2.617 -0.986 -1.119
Br 0.912 5.667 4.513
H 3.269 0.312 0.425
C 1.107 4.424 3.150
C -1.834 -1.581 -1.571
C -1.435 1.843 -0.693
H 2.415 -2.168 -1.964
H 1.740 1.922 0.303
C 0.487 -2.269 -1.010
C 0.989 2.136 2.404
Hf 0.216 0.564 -0.093
H 0.121 -3.131 -1.564
C 3.132 -0.569 -0.191
C 1.537 -1.545 -1.806
C 0.651 0.733 2.792
S -2.575 2.738 -1.111
H 0.517 2.753 4.383
C 1.389 2.575 1.121
```

Need the natural (NBO) charges? In units of e they are: H 0.2645; H 0.2398; C -0.1844; C -0.1584; H 0.2334; O -0.4321; H 0.2301; H 0.2177; H 0.2479; H 0.2053; O -0.6257; O -0.8794; O -0.6476; C -0.1729; H 0.2396; H 0.2314; Br 0.2102; H 0.2189; C -0.0652; C -0.2387; C -0.7582; H 0.2533; H 0.1262; C -0.1190; C -0.1933; Hf 2.2639; H 0.2538; C -0.2505; C -0.1050; C 0.7752; S 0.5815; H 0.2780; C -0.2402

C8H12 in the gas phase in a non-equilibrium geometry. Source: the Open Molecules 2025 dataset; level of theory: ωB97M-V with the def2-TZVPD basis set.

The relative energy (zero: lowest compared OMol25 entry of this formula, charge and spin) is 931.9 kJ/mol. As for the orbital gap: 4.42 eV. Its LUMO energy is -2.262 eV.

XYZ file:
```
20
C8H12 ωB97M-V with the def2-TZVPD basis set
H 2.844 0.874 1.365
H -2.988 2.278 0.308
H -3.651 0.641 0.416
C -1.121 -0.618 -0.771
H 0.421 -1.241 0.873
C -1.413 0.716 0.009
C -2.705 1.187 0.280
C -0.232 1.260 0.467
H -1.935 -1.138 -1.277
C 2.256 0.125 0.971
C -0.363 -1.673 0.055
H -0.265 1.923 1.269
H -0.413 -0.196 -1.568
H 2.519 -1.623 -0.444
C 2.265 -0.448 -0.298
H 1.792 1.700 -0.582
H 2.909 -0.033 -1.170
H -1.242 -2.192 0.693
H 0.174 -2.478 -0.562
C 1.149 0.936 -0.031
```

Need the natural (NBO) charges? In units of e they are: H 0.1918; H 0.1997; H 0.2093; C -0.4393; H 0.2507; C -0.1084; C -0.2520; C -0.0188; H 0.2228; C -0.3468; C -0.6515; H 0.2106; H 0.2327; H 0.2257; C -0.4612; H 0.2001; H 0.2073; H 0.1954; H 0.2222; C -0.2902

2 unconnected molecules or ions with the total composition C4H7OP in a non-equilibrium geometry. Source: the Open Molecules 2025 dataset; level of theory: ωB97M-V with the def2-TZVPD basis set.

The relative energy (zero: lowest compared OMol25 entry of this formula, charge and spin) is 574.9 kJ/mol. As for the orbital gap (alpha / beta): 8.05 / 8.05 eV. Its LUMO energy (alpha / beta) is -1.606 / -1.606 eV.

XYZ file:
```
13
C4H7OP ωB97M-V with the def2-TZVPD basis set
C 0.981 -0.505 0.118
H 0.505 -0.587 -0.851
H 0.619 -0.979 1.039
P -0.717 1.514 0.713
C -2.291 -0.535 -0.098
C 0.962 0.906 0.593
H -4.147 -1.420 -0.938
H 1.449 1.069 1.550
H 1.524 1.412 -0.149
C -3.138 -1.098 -0.743
O 2.289 -1.071 0.041
H 2.816 -0.516 -0.548
H -0.853 1.809 -0.726
```

Need the natural (NBO) charges? In units of e they are: C -0.0611; H 0.1982; H 0.2009; P 0.7270; C -0.2276; C -0.8258; H 0.2341; H 0.2405; H 0.2354; C -0.4464; O -0.7067; H 0.4542; H -0.0226

For the records above, the corresponding E_tot values read -78308.220 -63271.024 -103028.102 -8479.924 -15591.479 eV.